1) The following is a DFT calculation (ωB97M-V with the def2-TZVPD basis set) of a cluster of 2 separate species, C3H12NOS in total.

CARTESIAN COORDINATES (ANGSTROEM)
C -0.24 -0.79 0.72
C -0.74 -0.01 -0.57
C 0.06 1.25 -0.82
S -0.94 2.58 -1.81
N -1.11 -0.76 1.98
H -0.05 -1.90 0.64
H 0.86 -0.37 0.88
H -1.80 0.17 -0.57
H -0.81 -0.69 -1.48
H 1.08 1.27 -1.19
H 0.32 1.62 0.18
H -1.93 2.40 -0.99
H -0.61 -1.29 2.61
H -1.01 0.19 2.36
H -2.20 -0.68 1.72
H 3.51 -1.08 -0.57
H 2.83 -0.78 -2.00
O 2.78 -1.13 -1.09

Its net charge is +1. Its HOMO energy is -12.42 eV. As for the LUMO energy: -3.994 eV. The calculation puts the orbital gap at 8.427 eV.

2) The following is a DFT calculation (ωB97M-V with the def2-TZVPD basis set) of a cluster of 2 separate species, C3H12NOS in total.

CARTESIAN COORDINATES (ANGSTROEM)
C 1.69 0.66 0.54
C 0.59 -0.41 0.76
C -0.78 -0.06 0.24
S -2.23 -1.23 0.34
N 1.00 -1.81 0.25
H 1.81 1.38 1.40
H 1.34 1.29 -0.37
H 2.58 0.16 0.16
H 0.48 -0.60 1.86
H -1.19 0.90 0.68
H -0.60 0.14 -0.90
H -1.73 -2.11 -0.77
H 0.13 -2.35 0.30
H 1.22 -1.71 -0.76
H 1.65 -2.37 0.84
H -2.64 2.38 -1.31
H -1.55 3.34 -1.68
O -1.77 2.42 -1.57

Its net charge is +1. Its HOMO energy is -13.45 eV. As for the LUMO energy: -3.664 eV. The calculation puts the orbital gap at 9.791 eV.

Most favorable structure: 2). The second most favorable one is 128.5 kJ/mol above it.

1) The following is a DFT calculation (ωB97M-V with the def2-TZVPD basis set) of an isolated molecule of C6H9B.

CARTESIAN COORDINATES (ANGSTROEM)
B 2.76 0.05 0.17
C -1.91 0.12 0.15
C -1.23 1.20 -0.14
C 0.23 -1.25 0.19
C 0.86 -0.10 0.12
C -1.31 -1.24 0.08
C 0.20 1.18 -0.39
H 3.16 1.12 0.31
H 3.46 -0.89 -0.14
H -2.91 0.34 0.46
H -1.62 2.18 0.03
H 0.70 -2.22 0.55
H -1.69 -1.94 0.82
H -1.70 -1.71 -0.95
H 0.27 1.20 -1.46
H 0.74 1.98 0.19

As for the spin multiplicity: 3. Its net charge is 0. Its HOMO energy (spin up / spin down) is -5.42 / -9.70 eV. As for the LUMO energy (spin up / spin down): 0.725 / -3.088 eV. The calculation puts the orbital gap (spin up / spin down) at 6.141 / 6.613 eV. Its expectation value of S² is 2.005.

2) The following is a DFT calculation (ωB97M-V with the def2-TZVPD basis set) of an isolated molecule of C6H9B.

CARTESIAN COORDINATES (ANGSTROEM)
B 0.24 0.34 0.08
C -2.05 1.43 -0.05
C -2.50 0.30 -0.09
C -0.58 1.75 0.14
C -0.60 -1.01 0.35
C -2.10 -1.09 -0.22
C 1.78 0.45 -0.21
H -0.24 2.09 1.15
H -0.12 2.52 -0.53
H -0.16 -1.84 -0.06
H -0.61 -1.03 1.37
H -2.65 -1.84 0.37
H -1.99 -1.20 -1.23
H 2.14 1.35 0.20
H 1.65 0.59 -1.33
H 2.43 -0.35 -0.02

As for the spin multiplicity: 3. Its net charge is 0. Its HOMO energy (spin up / spin down) is -5.90 / -9.41 eV. As for the LUMO energy (spin up / spin down): 0.521 / -1.463 eV. The calculation puts the orbital gap (spin up / spin down) at 6.419 / 7.948 eV. Its expectation value of S² is 2.004.

Most favorable structure: 2). The second most favorable one is 50.2 kJ/mol above it.

1) The following is a DFT calculation (ωB97M-V with the def2-TZVPD basis set) of an isolated molecule of C4H6N2S.

CARTESIAN COORDINATES (ANGSTROEM)
H 1.22 -1.63 -2.09
N 1.61 -1.30 -1.19
C 0.77 -0.64 -0.52
C 1.26 -0.05 0.77
S 0.80 1.29 1.59
N -0.51 -0.34 -0.99
C -1.69 -0.22 -0.25
C -2.83 -0.13 -0.92
H 2.22 -0.60 1.08
H -0.62 -0.34 -2.01
H -1.67 -0.21 0.83
H -3.80 -0.08 -0.43
H -2.85 0.02 -2.01

Its net charge is 0. Its SMILES is [H]/N=C(/C=S)NC=C. Its HOMO energy is -8.60 eV. As for the LUMO energy: -1.087 eV. The calculation puts the orbital gap at 7.510 eV.

2) The following is a DFT calculation (ωB97M-V with the def2-TZVPD basis set) of an isolated molecule of C4H6N2S.

CARTESIAN COORDINATES (ANGSTROEM)
C -0.39 -1.31 1.16
C -1.02 -0.20 0.68
C 1.37 -0.62 -0.22
C -0.45 1.57 -1.07
N 0.95 -1.41 0.71
N -0.43 0.33 -0.38
S 2.38 -0.34 -1.38
H -0.90 -1.95 1.79
H -2.01 0.08 1.22
H -1.24 2.10 -0.70
H 0.59 2.13 -0.96
H -0.63 1.36 -2.06
H 1.76 -1.74 1.22

Its net charge is 0. Its HOMO energy is -7.19 eV. As for the LUMO energy: 0.711 eV. The calculation puts the orbital gap at 7.896 eV.

Most favorable structure: 1). The second most favorable one is 158.7 kJ/mol above it.

1) The following is a DFT calculation (ωB97M-V with the def2-TZVPD basis set) of a cluster of 2 separate species, C4H6N2S in total.

CARTESIAN COORDINATES (ANGSTROEM)
C -2.69 -0.01 -1.50
C -0.37 -0.06 0.59
C 0.49 1.02 -0.08
C -0.65 -0.72 -1.58
N -3.74 0.45 -1.50
N -0.48 -1.20 -0.30
S 0.25 0.77 -1.88
H 0.02 -0.36 1.56
H -1.39 0.32 0.72
H 0.16 2.02 0.19
H 1.55 0.91 0.14
H -0.70 -1.42 -2.40
H 0.21 -1.93 -0.19

Its net charge is 0. Its HOMO energy is -9.44 eV. As for the LUMO energy: 0.044 eV. The calculation puts the orbital gap at 9.479 eV.

2) The following is a DFT calculation (ωB97M-V with the def2-TZVPD basis set) of an isolated molecule of C4H6N2S.

CARTESIAN COORDINATES (ANGSTROEM)
N 1.03 -0.93 1.54
N 0.44 -0.46 0.37
C 0.67 -1.04 -0.87
C -0.06 -0.33 -1.78
C -0.77 0.69 -1.09
C -0.43 0.58 0.24
S -0.89 1.48 1.69
H 0.30 -1.23 2.17
H 1.59 -0.16 1.96
H 1.35 -1.86 -0.92
H -0.09 -0.50 -2.84
H -1.47 1.41 -1.53
H -1.67 2.34 1.08

Its net charge is 0. Its SMILES is Nn1cccc1S. Its HOMO energy is -7.79 eV. As for the LUMO energy: 0.695 eV. The calculation puts the orbital gap at 8.482 eV.

Most favorable structure: 2). The second most favorable one is 128.5 kJ/mol above it.

1) The following is a DFT calculation (ωB97M-V with the def2-TZVPD basis set) of an isolated molecule of C4H6N2S.

CARTESIAN COORDINATES (ANGSTROEM)
C 2.63 -0.77 0.99
N 1.35 -0.54 0.36
C 0.67 0.59 0.22
C -0.64 0.28 -0.45
S -1.98 1.48 -0.42
C -0.58 -1.14 -0.51
N 0.67 -1.56 -0.09
H 2.41 -1.33 1.82
H 3.11 0.12 1.27
H 3.29 -1.60 0.48
H 0.97 1.52 0.57
H -3.20 0.53 -0.19
H -1.49 -1.93 -0.62

Its net charge is 0. Its SMILES is Cn1cc(S)cn1. Its HOMO energy is -8.19 eV. As for the LUMO energy: 0.642 eV. The calculation puts the orbital gap at 8.834 eV.

2) The following is a DFT calculation (ωB97M-V with the def2-TZVPD basis set) of an isolated molecule of C4H6N2S.

CARTESIAN COORDINATES (ANGSTROEM)
C 0.10 1.15 0.76
C 1.08 0.04 1.07
C 0.25 0.02 -0.14
C -0.96 -0.84 -0.39
N -1.18 -1.06 -1.75
N -0.30 -0.64 -2.49
S 0.97 0.23 -1.85
H -0.80 1.33 1.39
H 0.46 2.20 0.38
H 2.08 0.44 1.15
H 0.85 -0.76 1.79
H -0.87 -1.87 -0.01
H -1.68 -0.26 0.09

Its net charge is 0. Its SMILES is C1CC12CN=NS2. Its HOMO energy is -9.03 eV. As for the LUMO energy: 0.815 eV. The calculation puts the orbital gap at 9.843 eV.

Most favorable structure: 1). The second most favorable one is 44.3 kJ/mol above it.

1) The following is a DFT calculation (ωB97M-V with the def2-TZVPD basis set) of an isolated molecule of C4H6N2S.

CARTESIAN COORDINATES (ANGSTROEM)
H 1.53 -0.22 2.32
N 1.88 0.55 1.87
C 1.27 0.92 0.86
N 0.20 0.23 0.18
C -0.35 -0.92 0.76
C -0.89 -0.98 2.01
C -0.15 0.72 -1.05
S -0.92 -0.21 -2.27
H 1.60 1.82 0.31
H -0.35 -1.74 0.06
H -1.00 -0.13 2.70
H -1.18 -2.00 2.45
H 0.27 1.70 -1.28

Its net charge is 0. Its SMILES is [H]/N=C\N(C=C)C=S. Its HOMO energy is -8.86 eV. As for the LUMO energy: -0.205 eV. The calculation puts the orbital gap at 8.659 eV.

2) The following is a DFT calculation (ωB97M-V with the def2-TZVPD basis set) of an isolated molecule of C4H6N2S.

CARTESIAN COORDINATES (ANGSTROEM)
C 1.60 0.94 -0.18
N 2.17 -0.19 0.20
S 1.33 -1.63 -0.26
C -0.34 -1.20 0.39
C -1.39 -0.68 -0.48
C -0.63 0.32 0.24
N 0.30 1.11 -0.39
H 2.39 1.77 -0.20
H -0.66 -1.59 1.42
H -1.43 -1.01 -1.69
H -2.37 -0.86 -0.03
H -1.03 0.86 1.06
H 0.07 2.17 -0.09

Its net charge is 0. Its SMILES is C1=NS[C@@H]2C[C@@H]2N1. Its HOMO energy is -8.23 eV. As for the LUMO energy: 0.522 eV. The calculation puts the orbital gap at 8.752 eV.

Most favorable structure: 1). The second most favorable one is 120.6 kJ/mol above it.

1) The following is a DFT calculation (ωB97M-V with the def2-TZVPD basis set) of a structure of composition C2H4N2OS3.

CARTESIAN COORDINATES (ANGSTROEM)
C 0.09 -0.43 0.16
C -1.09 1.55 -0.36
H 2.55 -2.19 1.20
H 0.59 0.91 2.02
H -0.94 -2.04 -1.69
H -0.63 2.23 0.82
N 0.98 0.45 0.84
N -0.97 0.11 -0.54
O 0.38 -1.68 0.18
S 2.65 -0.30 1.21
S -1.77 -0.94 -2.02
S -1.84 2.33 -1.81

Its net charge is 0. Its HOMO energy is -9.03 eV. As for the LUMO energy: -1.408 eV. The calculation puts the orbital gap at 7.619 eV.

2) The following is a DFT calculation (ωB97M-V with the def2-TZVPD basis set) of an isolated molecule of C2H4N2OS3.

CARTESIAN COORDINATES (ANGSTROEM)
S 1.70 1.68 0.98
C 1.04 0.27 1.59
N -0.34 -0.14 1.17
O -1.13 0.78 0.40
C -1.32 0.38 -0.93
S -2.69 0.80 -1.71
N -0.47 -0.57 -1.50
S 1.16 -1.17 -0.78
H 1.48 -0.53 2.30
H -0.86 -0.32 2.16
H -0.71 -0.97 -2.33
H 2.15 -0.20 -1.37

Its net charge is 0. Its SMILES is S=CNOC(=S)NS. Its HOMO energy is -8.95 eV. As for the LUMO energy: -0.645 eV. The calculation puts the orbital gap at 8.306 eV.

Most favorable structure: 2). The second most favorable one is 289.2 kJ/mol above it.

1) The following is a DFT calculation (ωB97M-V with the def2-TZVPD basis set) of the ion C4H6NS with charge +1.

CARTESIAN COORDINATES (ANGSTROEM)
C 1.34 -1.03 0.48
C 0.12 -0.93 -0.14
C 1.72 0.11 1.10
C -1.67 0.79 -0.74
N -0.36 0.27 -0.01
S 0.48 1.28 1.03
H 2.11 -1.78 0.48
H -0.45 -1.65 -0.74
H 2.51 0.31 1.70
H -1.55 0.47 -1.86
H -2.63 0.29 -0.54
H -1.61 1.88 -0.75

Its net charge is +1. Its HOMO energy is -15.24 eV. As for the LUMO energy: -4.837 eV. The calculation puts the orbital gap at 10.399 eV.

2) The following is a DFT calculation (ωB97M-V with the def2-TZVPD basis set) of the ion C4H6NS with charge +1.

CARTESIAN COORDINATES (ANGSTROEM)
C -1.82 -1.54 -1.07
C 0.70 1.00 -0.45
C -1.11 -0.68 -1.52
C 0.65 0.24 1.92
N 0.37 0.35 0.51
S -0.45 0.78 -1.99
H -2.29 -2.34 -0.62
H 1.63 1.39 -0.72
H -0.40 0.37 2.33
H 1.25 1.04 2.31
H 1.11 -0.66 2.22
H 0.35 0.05 -2.93

Its net charge is +1. Its HOMO energy is -14.50 eV. As for the LUMO energy: -4.288 eV. The calculation puts the orbital gap at 10.213 eV.

Most favorable structure: 1). The second most favorable one is 379.8 kJ/mol above it.